Record 1
A molecular structure, C29H64BrN3, computed with the ωB97M-V functional and the def2-TZVPD basis.

The value obtained for the electronic energy is -105600.27520 eV. For the gap between HOMO and LUMO, the calculation gives 8.9 eV. The value obtained for the LUMO energy is -0.1549 Ha. The energy relative to the best compared isomer or geometry (same formula, charge and spin) comes out at 0.000 eV. Its total charge is +2.

Atoms and positions in Å:
Br1 0.2322 0.7053 0.6475
N1 2.7092 1.5238 -1.4100
N2 -0.1765 -2.6698 0.2922
N3 -3.5190 0.9056 0.8886
C1 4.6435 -0.8651 2.6204
C2 3.6266 -2.2703 -0.7727
C3 1.7540 2.6127 -1.7926
C4 3.6583 2.8546 -3.3644
C5 -0.3184 1.3418 -3.2411
C6 3.8573 0.3954 2.1873
C7 -1.2803 0.4875 -2.4058
C8 -2.4817 0.9836 1.9884
C9 3.9933 1.9602 -2.1050
C10 -1.8364 1.2363 -1.1799
C11 -1.5585 -4.0850 1.8394
C12 -4.5237 -0.1187 1.5474
C13 -5.1393 2.3158 -0.3374
C14 2.9142 1.6020 0.1609
C15 -3.2191 0.8076 3.3020
C16 -4.2697 -0.2208 3.0838
C17 2.1051 3.0995 -3.1888
C18 2.1448 -1.9014 -0.5054
C19 -6.1419 3.4139 -0.2284
C20 -4.1838 2.2917 0.8841
C21 -1.0349 -3.9654 0.4203
C22 2.1592 0.1519 -1.9731
C23 -2.9211 0.3486 -0.4719
C24 -0.0945 -2.2437 1.7993
C25 1.1866 -3.0534 -0.3210
C26 -0.8503 -1.5172 -0.6079
C27 4.3425 -3.3512 0.1331
C28 -1.4343 -2.7705 2.4245
C29 3.9549 0.5929 0.6391
H1 -2.5889 -4.4341 1.9071
H2 -2.6314 0.3569 4.1017
H3 -4.4962 2.5870 -1.1746
H4 -0.1429 1.0026 -4.2620
H5 -0.0372 -1.1589 1.8884
H6 -2.2899 2.1924 -1.4412
H7 -0.6699 2.3575 -3.4221
H8 4.2390 -1.3983 -0.5431
H9 4.7164 1.1665 -2.2926
H10 -1.7730 0.1608 1.8940
H11 -2.4718 -0.6030 -0.1878
H12 1.7320 -1.2069 -1.2370
H13 4.2355 -3.2522 1.2133
H14 -7.0572 3.1162 0.2831
H15 0.8609 -3.6430 -1.1780
H16 0.7012 2.4056 -1.6007
H17 2.8642 -0.6377 -1.7133
H18 1.9034 3.4172 -1.0725
H19 -3.8982 -1.2226 3.2992
H20 0.7492 -2.7768 2.2377
H21 -1.0435 1.4759 -0.4713
H22 -0.1165 -0.7213 -0.7352
H23 2.1250 0.2740 -3.0558
H24 -0.9527 -4.7812 2.4194
H25 5.3838 -3.1597 -0.1260
H26 4.3921 2.7410 -1.4575
H27 -5.5440 0.2534 1.4550
H28 -6.5500 3.6784 -1.2039
H29 -1.7569 -1.2868 -0.0484
H30 -5.1875 -0.0166 3.6352
H31 3.1825 2.6398 0.3586
H32 3.7602 -0.3477 0.1239
H33 -0.7978 -0.4126 -2.0249
H34 -2.1543 0.1598 -2.9686
H35 3.9337 2.2900 -4.2551
H36 -3.7501 0.0700 -1.1225
H37 2.8297 0.2234 2.5075
H38 -0.5126 -4.8562 0.0714
H39 4.2681 3.7577 -3.3398
H40 1.9252 1.3663 0.5538
H41 4.1510 1.2590 2.7839
H42 -4.3276 -1.1423 1.2281
H43 4.2677 -1.8386 2.3055
H44 -5.6549 4.2851 0.2097
H45 -1.4472 -2.8113 3.5137
H46 -1.8790 -3.8828 -0.2643
H47 -3.6465 1.6797 3.7969
H48 1.2237 -0.0638 -1.4570
H49 1.8616 4.1582 -3.2770
H50 0.7124 1.3881 -2.8899
H51 5.7099 -0.7287 2.4410
H52 -5.6279 1.3559 -0.5050
H53 1.4229 2.6176 -3.8891
H54 4.6192 -0.9961 3.7022
H55 4.0378 -4.3814 -0.0512
H56 -3.3692 3.0042 0.7542
H57 -1.9978 1.9602 1.9870
H58 3.6437 -2.5457 -1.8272
H59 -4.7185 2.4056 1.8270
H60 1.7221 -3.7077 0.3669
H61 -1.1795 -1.9801 -1.5382
H62 2.0826 -1.2591 0.3730
H63 4.9410 0.9372 0.3274
H64 -2.2255 -2.0878 2.1147

Atoms 1-3, force components in eV/Å:
Br 0.7312 0.5080 3.2706
N -0.1041 -0.2437 -0.2665
N 0.1291 -0.0774 0.7595

***

Record 2
10 unconnected molecules or ions with the total composition C29H64F8N12O19S8, computed with the ωB97M-V functional and the def2-TZVPD basis.

The value obtained for the electronic energy is -196292.97529 eV. For the gap between HOMO and LUMO (spin up / spin down), the calculation gives 2.9 / 3.6 eV. Its spin multiplicity is 2. The value obtained for the LUMO energy (spin up / spin down) is -0.1822 / -0.1822 Ha. As for the expectation value of S²: 0.754. Its total charge is +1.

Atoms and positions in Å:
S1 5.6345 -12.6267 -7.8236
S2 8.9538 -4.5154 -5.8122
S3 6.3534 -13.6240 -5.7198
S4 8.0493 -5.2580 -7.7560
S5 11.7111 -10.6533 -9.3651
S6 7.2268 -7.6641 -11.3967
S7 10.6313 -12.9154 -9.4142
S8 6.8838 -7.1938 -13.7238
F1 6.4219 -12.7882 -4.3826
F2 6.8067 -4.7156 -8.6542
F3 6.8882 -7.8978 -15.2368
F4 6.5631 -11.8157 -8.9101
F5 8.4221 -4.0249 -4.3437
F6 11.0234 -9.1981 -8.9800
F7 8.4684 -8.5173 -10.8471
F8 10.1383 -13.9413 -8.1377
O1 4.3426 -11.8859 -7.7800
O2 7.9713 -6.6930 -7.7630
O3 9.0535 -4.5512 -8.5361
O4 9.6021 -13.2127 -10.3725
O5 9.8996 -14.7561 -2.0418
O6 6.1904 -8.1013 -10.5104
O7 9.5891 -5.7807 -5.5346
O8 11.6606 -10.6723 -10.7976
O9 5.5338 -6.6614 -13.3766
O10 11.8966 -13.4985 -9.6364
O11 8.8378 -10.9556 -4.3905
O12 7.9276 -6.1972 -13.9635
O13 5.6834 -13.9525 -8.4051
O14 7.4649 -14.5341 -5.5283
O15 5.0407 -14.3315 -5.6880
O16 12.9744 -10.4817 -8.5873
O17 9.7695 -3.3874 -6.1990
O18 13.6334 -13.7114 -4.2195
O19 7.7059 -6.2956 -11.1964
N1 11.0435 -11.3306 -0.4604
N2 14.3087 -6.8697 -7.0121
N3 7.5576 -4.5800 -6.3533
N4 10.3779 -17.0095 -1.7257
N5 5.2648 -8.4431 -6.2477
N6 15.9092 -14.0127 -4.8520
N7 7.2826 -8.4400 -12.9695
N8 5.2634 -9.1308 -4.1506
N9 6.5615 -12.2570 -6.6716
N10 8.7746 -10.8297 -6.8108
N11 10.5465 -11.6607 -8.6800
N12 12.8877 -12.5705 -0.2525
C1 5.0005 -9.5030 -5.4373
C2 12.8101 -6.5064 -7.1169
C3 14.1905 -9.8860 -4.5270
C4 9.5646 -10.9858 -0.4990
C5 14.6846 -6.8564 -8.4950
C6 5.4572 -7.3599 -5.4909
C7 4.9931 -8.4122 -7.6889
C8 13.7544 -5.8787 -9.2224
C9 10.2665 -15.7883 -2.6404
C10 8.8015 -11.9839 -1.3514
C11 4.5125 -9.5242 -1.7292
C12 11.8120 -17.2837 -1.3416
C13 5.3173 -10.0252 -2.9580
C14 12.1000 -10.4356 -0.4982
C15 14.1212 -14.2666 -6.5413
C16 13.7759 -13.7266 -0.0289
C17 16.3980 -13.1731 -3.6569
C18 12.4504 -5.6802 -8.3129
C19 13.8435 -8.5286 -5.0985
C20 5.6541 -7.7802 -4.1327
C21 10.8605 -11.5119 -5.5271
C22 14.5244 -8.2951 -6.5143
C23 15.1444 -5.7928 -6.2485
C24 9.4036 -11.0982 -5.4412
C25 13.2341 -11.2425 -0.4223
C26 8.6190 -9.3007 -7.2793
C27 11.5257 -12.6044 -0.4373
C28 14.4253 -13.8692 -5.0984
C29 10.6786 -15.8841 -4.1006
H1 12.3909 -6.2299 -6.1495
H2 5.2252 -7.4638 -8.1734
H3 14.6646 -13.3835 0.5008
H4 16.0325 -14.9783 -4.5827
H5 5.0599 -11.0405 -3.2596
H6 10.5395 -14.8936 -4.5338
H7 3.4347 -9.4838 -1.8867
H8 8.7493 -9.4281 -8.3540
H9 9.9238 -16.5755 -4.4752
H10 13.8439 -10.5609 -5.3096
H11 14.0817 -7.8085 -4.3157
H12 15.7588 -6.9371 -8.6615
H13 14.6294 -9.1091 -7.2316
H14 6.3635 -10.2623 -2.7647
H15 7.5532 -9.2494 -7.0569
H16 14.1738 -4.8809 -9.3512
H17 9.9634 -16.7531 -0.8411
H18 10.7977 -12.5646 -5.8028
H19 12.3790 -4.6416 -7.9899
H20 12.2604 -16.3636 -0.9668
H21 4.6563 -8.4891 -1.4194
H22 9.1865 -12.1984 -2.3484
H23 13.9988 -14.1426 -1.0114
H24 5.8037 -6.4115 -5.8741
H25 5.6640 -9.1411 -8.1435
H26 9.2101 -10.9055 0.5286
H27 11.4229 -11.4598 -4.5948
H28 13.1928 -13.9097 -6.9870
H29 13.4956 -6.1696 -10.2404
H30 10.9765 -13.5323 -0.3748
H31 3.9623 -8.7135 -7.8757
H32 11.9432 -9.3785 -0.6542
H33 15.5912 -8.2764 -6.2912
H34 16.0433 -13.4519 -2.6647
H35 13.2836 -14.4270 0.6457
H36 16.3936 -13.7809 -5.7074
H37 15.1384 -4.8136 -6.7271
H38 4.6718 -10.0839 -0.8075
H39 12.7570 -8.4504 -5.1372
H40 16.1728 -6.1540 -6.2501
H41 9.8913 -17.8052 -2.1132
H42 4.6528 -10.4786 -5.7434
H43 7.8744 -11.2805 -6.7300
H44 9.3912 -11.3605 -7.4092
H45 14.7502 -5.7872 -5.2323
H46 13.7955 -10.2152 -3.5659
H47 9.3165 -8.5750 -6.8610
H48 12.2620 -17.6110 -2.2788
H49 9.5118 -10.0465 -1.0494
H50 15.2676 -10.0468 -4.4801
H51 16.2425 -12.1355 -3.9525
H52 12.3389 -7.4873 -7.1796
H53 11.5839 -6.0942 -8.8286
H54 14.4022 -7.8444 -8.8588
H55 11.3781 -10.9307 -6.2902
H56 7.8459 -11.5296 -1.6136
H57 17.4730 -13.3527 -3.6395
H58 11.8108 -18.0219 -0.5396
H59 11.6026 -16.4080 -4.3455
H60 14.2225 -15.3505 -6.4852
H61 8.6620 -12.8459 -0.6991
H62 6.0692 -7.2811 -3.2696
H63 14.2398 -10.8623 -0.5244
H64 14.9238 -14.0465 -7.2453

Atoms 1-3, force components in eV/Å:
S -3.9591 1.5683 -7.5997
S 3.6691 3.9722 6.3271
S -1.0405 -3.4121 2.8118